Entry 1:
Entry from OMol25: C18H23N3O3 in the gas phase (the ωB97M-V functional and the def2-TZVPD basis).

Summary:
Largest force on an atom   0.57 eV/A
Energy above the lowest of the compared OMol25 structures with the same formula, charge and spin   20.67 kJ/mol
E_tot   -29654.8102 eV
HOMO   -8.34 eV
Orbital gap   0.331 Eh

The geometry in XYZ format:
```
47
Properties=species:S:1:pos:R:3:lowdin_charge:R:1
C 5.31757 1.26339 1.89795 -0.08
H 5.80889 1.20154 0.92967 0.08
H 4.48806 1.96151 1.81758 0.08
H 6.02916 1.65682 2.62011 0.08
C 4.82199 -0.11577 2.32965 -0.43
C 6.00028 -1.07821 2.45943 -0.07
H 5.69218 -2.03327 2.87780 0.07
H 6.75807 -0.65571 3.11531 0.08
H 6.45163 -1.25585 1.48587 0.09
C 3.78688 -0.61241 1.31498 -0.12
H 4.26335 -0.75172 0.34274 0.13
H 3.00199 0.13898 1.19741 0.13
C 3.11251 -1.93969 1.69137 -0.20
N 2.28239 -1.85577 2.86644 0.15
C 0.96151 -1.91168 2.58053 -0.50
O 0.02491 -1.77677 3.32274 0.11
N 0.87003 -2.24779 1.22037 0.05
C 2.09285 -2.28192 0.61056 -0.39
O 2.29982 -2.53537 -0.54734 0.12
C -0.37033 -2.15871 0.50316 -0.03
H -1.17937 -2.42811 1.18714 0.14
H -0.33587 -2.84083 -0.35024 0.14
C -0.54654 -0.70659 0.01395 -0.42
O 0.29351 0.13524 0.23044 0.10
N -1.71117 -0.52990 -0.65269 0.13
C -2.22856 0.63651 -1.24007 -0.21
C -1.54425 1.84609 -1.23360 -0.01
C -2.10232 2.96713 -1.83043 -0.01
C -3.33849 2.87248 -2.43498 -0.20
C -4.02399 1.65953 -2.44235 -0.19
C -3.48188 0.54159 -1.84902 0.03
H -4.01403 -0.40020 -1.85496 0.12
C -5.34419 1.80545 -3.13943 -0.13
H -6.14353 1.88038 -2.39663 0.12
H -5.57198 0.96294 -3.79238 0.11
C -5.18872 3.12500 -3.91234 -0.17
H -4.80646 2.91448 -4.91236 0.11
H -6.13244 3.65810 -4.01530 0.10
C -4.14241 3.93275 -3.12751 -0.13
H -4.62279 4.57396 -2.38285 0.12
H -3.53495 4.56728 -3.77260 0.11
H -1.56349 3.90277 -1.82097 0.11
H -0.57798 1.90541 -0.76324 0.10
H -2.31218 -1.33801 -0.74299 0.14
H 2.61374 -1.49501 3.74425 0.15
H 3.85551 -2.73809 1.78738 0.15
H 4.34174 -0.01327 3.30959 0.13
```

Entry 2:
Entry from OMol25: C17H23N3O3 in the gas phase in a non-equilibrium geometry (the ωB97M-V functional and the def2-TZVPD basis).

Summary:
Largest force on an atom   5.68 eV/A
Energy above the lowest of the compared OMol25 structures with the same formula, charge and spin   733.49 kJ/mol
E_tot   -28609.9502 eV
HOMO   -8.18 eV
Orbital gap   0.312 Eh

The geometry in XYZ format:
```
46
Properties=species:S:1:pos:R:3:lowdin_charge:R:1
C 1.53104 -0.43975 0.13868 -0.21
C 0.98681 -1.17381 1.42962 -0.41
C 2.78575 0.48401 0.53639 -0.19
C 3.55256 1.22342 -0.54002 -0.40
C 3.47397 0.24120 -1.79775 -0.09
C 5.11116 1.40993 -0.09464 -0.10
C -0.96511 -2.57859 0.32803 -0.22
C -1.03346 -2.22813 -1.14093 -0.49
C -2.41490 -2.30302 0.87585 -0.07
C -2.38815 -0.88442 1.14652 -0.18
C -1.59378 -0.24205 2.10493 -0.07
C -2.95377 0.26105 0.41911 -0.14
C -2.32648 1.50021 0.92940 -0.20
C -3.68064 0.33426 -0.77256 -0.06
C -2.99332 2.74641 0.56710 -0.03
C -3.80535 1.61021 -1.45703 -0.10
C -3.68147 2.83025 -0.67785 -0.10
H -0.19826 0.30618 -1.25204 0.06
H -0.06122 1.12686 0.03866 0.02
H 1.73089 -1.15568 -0.66716 0.10
H 2.28237 1.20341 1.41462 0.16
H 3.50236 -0.33061 1.09613 0.15
H 3.12378 2.32273 -0.64431 0.16
H 4.05405 -0.65909 -1.91111 0.07
H 3.85158 0.85376 -2.64189 0.07
H 2.30704 0.23274 -1.95234 0.09
H 5.22335 1.91787 0.82037 0.02
H 5.72428 2.13512 -0.74741 0.08
H 5.61210 0.30872 0.09117 0.12
H 0.06865 -2.83930 1.93673 0.14
H -0.89700 -3.67193 0.21452 0.18
H -3.16437 -2.61680 0.21549 0.10
H -2.49657 -2.80095 1.84940 0.13
H -1.00306 -0.78020 2.91627 0.14
H -0.69823 1.85149 2.41294 0.21
H -4.05206 -0.63564 -1.43770 0.16
H -2.78302 3.73246 0.99969 0.10
H -4.50962 1.39924 -2.33136 0.10
H -4.04653 3.79147 -1.03754 0.09
H -1.79838 -2.36363 -2.70627 0.22
N 0.53482 0.60724 -0.59272 0.06
N 0.13260 -2.25177 1.12763 0.11
N -1.44663 1.16801 1.98084 0.06
O 1.62262 -1.09458 2.47932 0.05
O -0.08410 -2.02186 -1.94714 0.04
O -2.13625 -2.52641 -1.71962 0.10
```

Entry 3:
Entry from OMol25: 2 unconnected molecules or ions with the total composition C5H11NO in a non-equilibrium geometry (the ωB97M-V functional and the def2-TZVPD basis).

Summary:
Largest force on an atom   2.11 eV/A
Energy above the lowest of the compared OMol25 structures with the same formula, charge and spin   295.09 kJ/mol
E_tot   -8898.6389 eV
HOMO   -8.29 eV
Orbital gap   0.337 Eh

The geometry in XYZ format:
```
18
Properties=species:S:1:pos:R:3:lowdin_charge:R:1
C -1.15265 0.57071 1.61724 -0.09
C -1.38110 -0.61360 0.66061 -0.23
C -0.25849 -0.85032 -0.28951 -0.41
C 0.70728 -1.75973 -0.11322 0.05
C -0.17116 -0.03680 -2.49459 -0.04
N -0.05339 0.14149 -1.26078 0.03
H -2.02995 0.60488 2.25473 0.07
H -1.17011 1.47441 0.99968 0.07
H -0.11802 0.56823 1.94632 0.07
H -1.68429 -1.54626 1.15029 0.11
H -2.35418 -0.48631 0.16135 0.11
H 0.45326 -2.61564 0.49469 0.06
H 1.56020 -1.80819 -0.77022 0.05
H 0.54271 0.40283 -3.19180 0.07
H -0.64074 -0.94874 -2.88117 0.08
H 2.27724 3.01088 0.65831 0.03
H 3.19866 1.84388 0.43009 0.03
O 2.27472 2.04829 0.62798 -0.06
```

Look up the HOMO of the third one. -8.29 eV

Look up the energy above the lowest of the compared OMol25 structures with the same formula, charge and spin of the first one. 20.67 kJ/mol

Which of these has the lowest energy above the lowest of the compared OMol25 structures with the same formula, charge and spin? C18H23N3O3